Entry from OMol25: 3 unconnected molecules or ions with the total composition C23H47B3N2O7 (ωB97M-V with the def2-TZVPD basis set).

The maximum force comes out at 0.799 eV Å⁻¹. As for the HOMO-LUMO gap: 9.1 eV. Its total energy is -43959.9530 eV. As for the HOMO energy: -8.55 eV. The net charge is 0.

Last column: Mulliken charge in e.
Element x y z (Å)
O (-4.40, 4.91, -1.58)  -0.341
O (-0.02, -5.95, -0.10)  -0.544
O (1.12, 1.20, 2.60)  -0.322
O (1.52, -6.43, -1.83)  -0.529
O (4.80, 2.25, 5.20)  -0.343
O (0.21, -4.47, -1.91)  -0.313
O (-2.12, 1.08, -0.29)  -0.354
N (1.92, 3.05, 5.04)  -0.301
N (-2.77, 4.01, 0.77)  -0.218
C (2.52, 2.17, 6.04)  -0.174
C (-2.34, 4.92, -0.28)  -0.177
C (3.40, -3.20, -4.95)  -0.429
C (3.96, 2.54, 6.31)  -0.787
C (-1.20, 2.06, 0.16)  -0.505
C (-5.65, 4.67, -0.96)  -0.686
C (2.32, -3.57, -7.08)  -0.396
C (5.28, 3.37, 4.50)  -0.698
C (0.61, 2.64, 4.55)  -0.759
C (-2.19, -5.34, -1.35)  -0.583
C (1.40, -4.40, -6.46)  -0.800
C (-3.01, 1.49, -1.30)  -0.564
C (-1.77, 3.04, 1.19)  -0.570
C (2.61, -4.28, -2.82)  -0.742
C (-3.04, -4.05, -1.40)  -0.918
C (2.51, 0.96, 2.62)  -0.695
C (-1.69, -1.88, -1.33)  -0.969
C (2.48, -4.03, -4.31)  0.716
C (3.33, -2.97, -6.32)  -0.530
C (-2.45, -2.88, -2.20)  -0.100
C (0.49, 1.28, 3.86)  -0.568
C (1.49, -4.63, -5.08)  -0.198
C (-3.51, 5.72, -0.83)  -0.814
B (1.05, -6.68, -0.55)  0.593
B (1.42, -5.08, -2.19)  0.113
B (-0.65, -5.21, -1.12)  0.774
H (-1.87, 4.41, -1.13)  0.178
H (2.77, 0.46, 1.69)  0.312
H (4.04, 3.60, 6.59)  0.408
H (6.07, 3.02, 3.83)  0.237
H (-3.60, 3.51, 0.46)  0.105
H (0.62, -4.87, -7.03)  0.375
H (-2.21, 2.44, 1.99)  0.358
H (1.59, -7.49, 0.13)  -0.140
H (-0.09, 2.65, 5.39)  0.375
H (2.63, -3.30, -2.32)  0.323
H (-1.44, -0.97, -1.87)  0.208
H (4.51, 3.87, 3.90)  0.288
H (0.82, 0.46, 4.50)  0.392
H (-6.10, 5.60, -0.60)  0.337
H (-1.79, -3.27, -2.98)  0.149
H (-0.40, 1.51, 0.66)  0.317
H (-0.74, -2.30, -0.97)  0.250
H (-2.57, -5.96, -0.53)  0.221
H (-2.27, -1.60, -0.45)  0.328
H (4.32, 1.94, 7.15)  0.395
H (3.09, 1.88, 2.68)  0.225
H (4.18, -2.72, -4.37)  0.378
H (-3.30, 0.61, -1.87)  0.252
H (-2.54, 2.21, -1.99)  0.328
H (0.28, 3.40, 3.84)  0.416
H (-6.30, 4.23, -1.71)  0.237
H (4.06, -2.33, -6.80)  0.372
H (-4.04, 6.23, -0.02)  0.410
H (-2.37, -5.92, -2.26)  0.346
H (-3.25, -2.34, -2.71)  0.426
H (1.95, 2.26, 6.97)  0.348
H (2.50, 1.12, 5.74)  0.172
H (2.55, 3.15, 4.26)  0.084
H (-3.11, 6.48, -1.51)  0.393
H (-1.61, 5.61, 0.13)  0.352
H (5.71, 4.11, 5.19)  0.338
H (2.79, 0.31, 3.45)  0.308
H (-4.00, -4.32, -1.85)  0.348
H (2.25, -3.38, -8.14)  0.371
H (3.55, -4.79, -2.61)  0.324
H (-0.92, 3.58, 1.62)  0.198
H (-0.58, 1.12, 3.67)  0.373
H (-3.93, 1.94, -0.90)  0.138
H (-3.28, -3.72, -0.39)  0.385
H (-0.75, 2.57, -0.70)  0.276
H (-5.58, 3.98, -0.12)  0.287
H (0.76, -5.29, -4.62)  0.229



Entry from OMol25: C5H8N2O in the gas phase at a distorted geometry (ωB97M-V with the def2-TZVPD basis set).

The maximum force comes out at 3.198 eV Å⁻¹. For the energy above the lowest of the compared OMol25 structures with the same formula, charge and spin, the calculation gives 552.27 kJ/mol. As for the HOMO-LUMO gap (alpha / beta): 7.1 / 7.1 eV. Its total energy is -10337.0022 eV. As for the HOMO energy (alpha / beta): -8.26 / -8.26 eV. The net charge is 0.

Last column: natural (NBO) charge in e.
Element x y z (Å)
O (-1.05, 2.08, -0.37)  -0.266
N (0.79, 1.45, 1.88)  -0.753
N (-0.92, 0.68, 0.39)  -0.325
C (0.07, 0.60, 1.27)  0.359
C (1.31, -1.39, 0.54)  -0.159
C (-1.96, 2.22, -1.22)  0.273
C (0.28, -0.90, 1.52)  -0.473
C (1.04, -1.62, -0.73)  -0.399
H (2.31, -1.50, 0.93)  0.204
H (1.80, -1.94, -1.43)  0.195
H (0.59, 2.41, 1.63)  0.329
H (0.60, -1.04, 2.55)  0.238
H (-2.72, 1.47, -1.42)  0.179
H (-1.95, 3.16, -1.76)  0.175
H (-0.68, -1.40, 1.35)  0.229
H (0.05, -1.49, -1.13)  0.193



Entry from OMol25: 4 unconnected molecules or ions with the total composition C28H60ClF3O12P at a distorted geometry (ωB97M-V with the def2-TZVPD basis set).

The maximum force comes out at 3.717 eV Å⁻¹. As for the HOMO-LUMO gap: 5.9 eV. Its total energy is -84535.9751 eV. As for the HOMO energy: -3.96 eV. The net charge is -1.

Last column: Mulliken charge in e.
Element x y z (Å)
Cl (2.03, 1.25, -0.04)  -0.238
P (3.86, -2.07, -1.57)  1.712
F (3.92, 0.74, -3.85)  -0.263
F (2.79, 2.20, -2.83)  -0.277
F (1.98, 1.11, -4.52)  -0.301
O (-5.80, 0.66, 0.90)  -0.265
O (-2.51, 8.39, -3.79)  -0.472
O (-1.07, 5.66, -4.07)  -0.237
O (3.22, -3.73, 3.64)  -0.274
O (-4.50, 6.05, -4.12)  -0.216
O (3.51, -4.89, -1.68)  -0.428
O (2.95, -2.47, -2.95)  -0.534
O (-2.75, 0.14, 1.07)  -0.279
O (1.65, -5.83, 5.89)  -0.196
O (-4.30, -1.18, 3.41)  -0.264
O (3.47, -0.40, -1.76)  -0.276
O (4.02, -3.95, 6.61)  -0.469
C (-3.11, 7.84, -4.95)  -0.368
C (-3.05, 0.61, 2.38)  -0.507
C (2.61, -3.76, 6.68)  -0.333
C (4.51, -4.63, 5.46)  -0.402
C (2.25, -0.13, -2.45)  0.539
C (6.44, -1.11, -2.05)  -0.719
C (-0.39, 1.35, -2.85)  -1.330
C (-4.21, -2.42, 4.07)  -0.770
C (-5.72, 5.73, -3.50)  -0.749
C (3.07, -2.63, 2.75)  -0.734
C (-3.78, -0.57, 0.40)  -0.553
C (-4.89, 0.32, -0.13)  -0.564
C (1.31, -7.15, 6.23)  -0.798
C (-2.05, 7.46, -2.81)  -0.390
C (4.51, -3.78, 4.21)  -0.566
C (0.08, 5.22, -4.76)  -0.822
C (2.31, -5.10, -1.00)  -0.454
C (1.29, 0.14, -1.27)  -0.231
C (-4.52, 7.33, -4.72)  -0.597
C (2.01, -1.47, -3.25)  -0.680
C (4.34, -3.87, -1.07)  -0.480
C (2.71, 1.01, -3.40)  0.609
C (1.85, -5.02, 7.04)  -0.608
C (5.52, -1.92, -2.49)  -0.918
C (-0.78, 6.74, -3.20)  -0.585
C (-3.06, -0.49, 3.42)  -0.575
C (-0.15, 0.57, -1.57)  -0.430
C (-6.56, 1.80, 0.58)  -0.755
H (-5.92, 2.68, 0.45)  0.317
H (-0.29, 6.34, -2.30)  0.443
H (-5.63, 4.73, -3.08)  0.196
H (-0.27, 0.76, -3.75)  0.278
H (3.79, -2.69, 1.93)  0.204
H (-7.15, 1.63, -0.33)  0.308
H (3.97, -5.57, 5.30)  0.188
H (0.48, 6.01, -5.41)  0.352
H (5.37, -4.08, -1.35)  0.404
H (-2.24, -1.18, 3.22)  0.350
H (4.62, -1.68, -0.38)  -0.147
H (-3.17, 8.67, -5.66)  0.386
H (-4.18, -1.37, 1.02)  0.223
H (4.86, -2.77, 4.45)  0.359
H (5.19, -4.23, 3.47)  0.394
H (6.55, -0.88, -1.00)  0.259
H (-5.44, -0.22, -0.91)  0.436
H (2.40, -5.00, 0.08)  0.131
H (-2.84, 6.75, -2.54)  0.181
H (-0.82, -0.28, -1.52)  0.125
H (0.38, -7.18, 6.82)  0.307
H (-2.24, 1.30, 2.63)  0.393
H (2.12, -7.63, 6.79)  0.322
H (2.41, -5.58, 7.81)  0.345
H (-7.25, 1.99, 1.41)  0.233
H (-3.98, 1.18, 2.39)  0.210
H (5.77, -2.51, -3.38)  0.425
H (2.47, -3.04, 7.50)  0.392
H (-5.06, 8.04, -4.08)  0.357
H (-0.21, 4.37, -5.39)  0.245
H (-3.50, -3.08, 3.56)  0.328
H (1.52, -4.43, -1.36)  0.156
H (-5.94, 6.43, -2.69)  0.319
H (7.18, -0.67, -2.72)  0.254
H (-2.93, -0.04, 4.42)  0.437
H (-5.04, 7.24, -5.69)  0.414
H (5.54, -4.89, 5.69)  0.393
H (-4.45, 1.23, -0.56)  0.338
H (4.27, -3.98, 0.02)  0.050
H (-2.48, 7.07, -5.40)  0.185
H (1.15, -7.70, 5.30)  0.237
H (3.20, -1.68, 3.29)  0.391
H (-0.10, 7.45, -3.69)  0.339
H (2.73, -2.20, -0.64)  -0.488
H (-1.84, 8.06, -1.92)  0.389
H (1.23, -0.80, -0.75)  0.263
H (2.07, -2.65, 2.34)  0.224
H (0.86, -4.74, 7.44)  0.423
H (-1.38, 1.81, -2.85)  0.545
H (2.19, -1.29, -4.31)  0.251
H (-3.91, -2.29, 5.12)  0.310
H (0.99, -1.82, -3.09)  0.290
H (-5.20, -2.89, 4.04)  0.230
H (-3.29, -1.03, -0.46)  0.434
H (2.23, -3.30, 5.77)  0.161
H (0.31, 2.18, -2.90)  0.175
H (1.99, -6.12, -1.20)  0.261
H (0.86, 4.89, -4.06)  0.308
H (-6.54, 5.73, -4.23)  0.322
H (-0.47, 1.21, -0.75)  0.490